DFT (ωB97M-V with the def2-TZVPD basis set) results for the molecule C14H11N3O3S at a distorted geometry.

Results
Lowest unoccupied orbital energy, eV: 0.0521
Molecular weight, g mol⁻¹: 301.3
SMILES: O=c1c2ccccc2ncn1NS(=O)(=O)c1ccccc1
Kohn-Sham gap, eV: 9.192
HOMO, Eh: -0.3359

Atoms and positions in Å:
O 0.3279 1.9172 1.2828
C 0.8768 0.8342 1.1451
C 0.4035 -0.4154 1.8089
C -0.7080 -0.4506 2.6526
C -1.1709 -1.6372 3.2289
C -0.5053 -2.7947 2.9656
C 0.6183 -2.7871 2.1273
C 1.0987 -1.6085 1.5415
N 2.2060 -1.6393 0.6863
C 2.5825 -0.5186 0.1175
N 1.9392 0.7221 0.2520
N 2.2778 1.8043 -0.6594
S 1.6368 1.6689 -2.2566
O 1.7162 3.0409 -2.7953
O 2.4402 0.7325 -3.0150
C -0.1070 1.1499 -2.0600
C -1.0725 2.0967 -1.6833
C -2.4120 1.7025 -1.5746
C -2.7665 0.3743 -1.7311
C -1.7980 -0.5769 -2.0374
C -0.4506 -0.1801 -2.1964
H -1.2450 0.4330 2.8917
H -2.0433 -1.6372 3.9044
H -0.8821 -3.7570 3.3573
H 1.1165 -3.7595 1.8879
H 3.4507 -0.5420 -0.5672
H 1.8873 2.6886 -0.2779
H -0.7254 3.1327 -1.5484
H -3.0873 2.4956 -1.2646
H -3.8157 0.0699 -1.6410
H -2.1045 -1.6315 -2.1015
H 0.3156 -0.9277 -2.4399

Here are the Mulliken charges for atoms 1 to 4, given in e: O -0.68; C 0.55; C 0.34; C -0.54